The following is a quantum chemistry calculation of 2 unconnected molecules or ions with the total composition C6H10INO2S in a non-equilibrium geometry, from OMol25.

```
21
Properties=species:S:1:pos:R:3:forces:R:3
C 1.267003 -0.902341 -0.449730 -1.89 -0.80 -1.12
C 2.390040 -0.098739 -1.059281 0.55 -2.75 -1.75
C 2.106423 -1.125139 0.797049 -0.39 -0.49 1.02
C -1.407244 1.271035 -1.166357 -0.46 1.03 -1.09
C -1.411187 0.923645 1.364426 -2.28 -1.33 -0.94
C -2.006835 0.749784 0.042683 -1.24 -1.70 -0.65
N 0.097633 -1.183766 -0.945658 2.25 0.41 0.98
O -0.724702 -2.070051 1.348847 0.35 0.05 0.81
O 3.113756 -0.311086 0.191053 0.95 1.14 -0.34
S -1.100693 -1.832234 -0.047300 -0.85 0.30 -0.95
I -4.059175 0.267216 -0.031399 0.25 0.26 0.13
H 2.954484 -0.780553 -1.861400 -1.21 1.60 1.25
H 2.103622 0.877658 -1.571914 0.86 -0.73 1.44
H 1.729980 -0.595852 1.688227 -0.17 -0.30 -0.21
H 2.413158 -2.187182 1.183464 -0.40 1.79 -1.28
H -1.201589 2.305482 -0.984448 0.33 1.05 0.06
H -1.927011 1.246051 -2.129400 -0.49 -0.34 0.52
H -0.483816 0.797555 -1.361707 1.23 -0.42 -0.04
H -1.484768 -0.063226 1.754005 -0.05 -0.83 1.39
H -0.419153 1.108743 1.279682 3.14 1.08 -0.16
H -1.949929 1.602990 1.959153 -0.50 0.98 0.96
```
Forces are in eV/Å.

## Properties
Gap between HOMO and LUMO (alpha / beta), eV: 7.760 / 6.613
Lowest unoccupied orbital energy (alpha / beta), eV: -0.223 / -1.027
E_HOMO (alpha / beta), eV: -8.0 / -7.6
Charge: 0
F_max, eV/A: 3.33
Energy above the lowest of the compared OMol25 structures with the same formula, charge and spin, kcal/mol: 80.9